No. 1
{"formula": "C7H22NNaO7", "method": "ωB97M-V/def2-TZVPD", "e_above_lowest_kj_mol": 0.00, "charge": 0, "symbols": ["Na", "N", "O", "O", "O", "C", "C", "O", "H", "H", "H", "H", "H", "H", "C", "C", "O", "H", "H", "H", "H", "H", "H", "C", "C", "O", "H", "H", "H", "H", "H", "H", "C", "O", "H", "H", "H", "H"], "positions_angstrom": [[0.3849, 0.2809, -0.9631], [-1.1528, -1.7433, -3.5408], [-0.6948, -2.8460, -3.9283], [-2.3882, -1.5330, -3.5793], [-0.3770, -0.8569, -3.0996], [2.5723, 3.1351, 0.5835], [1.6718, 3.3577, -0.6112], [1.7040, 2.2094, -1.4884], [2.1954, 2.3700, 1.2663], [2.6292, 4.0348, 1.2031], [3.5767, 2.8787, 0.2528], [2.0745, 4.1943, -1.1931], [0.6134, 3.5587, -0.4413], [2.3608, 2.3652, -2.1686], [-1.3823, -1.9546, 2.6021], [-0.1203, -2.0432, 1.7530], [-0.3929, -1.8027, 0.3694], [-1.1575, -2.0710, 3.6672], [-2.0651, -2.7713, 2.3637], [-1.8679, -0.9847, 2.5352], [0.2961, -3.0485, 1.8557], [0.6421, -1.3650, 2.1310], [-1.1166, -2.3910, 0.1275], [-3.8288, -0.0931, 0.3191], [-2.7594, 0.3127, -0.7010], [-1.6745, 1.0452, -0.0892], [-3.5990, -1.0816, 0.7091], [-4.8253, -0.1110, -0.1205], [-3.8639, 0.5866, 1.1737], [-3.1822, 0.9847, -1.4504], [-2.4136, -0.5703, -1.2310], [-2.0412, 1.8361, 0.3110], [3.4965, -0.8306, 0.5541], [2.6690, -0.8991, -0.6156], [4.4229, -0.2739, 0.4037], [2.8907, -0.3745, 1.3354], [3.7396, -1.8558, 0.8431], [2.9633, -1.6492, -1.1383]], "atomic_forces_ev_per_a": [[-0.10, -0.61, -0.54], [-0.62, -1.40, -0.41], [-0.16, 1.13, 0.39], [0.70, 0.16, 0.22], [0.31, 0.43, 0.50], [-0.54, 0.26, 0.66], [0.63, -0.06, -1.09], [-0.31, -0.03, 0.37], [0.05, -0.22, -0.24], [0.07, 0.09, -0.19], [0.00, -0.06, 0.01], [-0.23, 0.15, 0.20], [0.16, 0.00, 0.50], [0.03, -0.19, -0.09], [0.30, -0.03, 0.55], [-0.54, -0.59, 0.21], [0.28, 0.38, 0.40], [0.24, -0.13, -0.08], [-0.18, 0.18, -0.19], [-0.13, 0.01, -0.38], [0.10, -0.05, 0.03], [-0.01, 0.33, -0.42], [0.08, 0.05, -0.24], [0.31, -0.04, 0.01], [-1.02, 0.71, 0.08], [0.50, -0.60, 0.00], [-0.12, -0.08, 0.13], [0.07, -0.08, -0.11], [0.03, 0.12, -0.07], [-0.11, -0.21, -0.13], [0.53, 0.23, -0.03], [-0.08, 0.03, -0.03], [-0.48, -0.63, -0.29], [0.22, 0.40, 0.19], [-0.10, 0.12, -0.12], [0.19, 0.07, 0.08], [0.13, 0.15, 0.31], [-0.18, 0.04, -0.18]]}

***

No. 2
{"formula": "C7H22O7", "method": "ωB97M-V/def2-TZVPD", "smiles": "OCCO.OCCO.OCCO.CO", "e_above_lowest_kj_mol": 303.60, "charge": 0, "symbols": ["C", "O", "H", "H", "H", "H", "C", "C", "O", "O", "H", "H", "H", "H", "H", "H", "C", "C", "O", "O", "H", "H", "H", "H", "H", "H", "C", "C", "O", "O", "H", "H", "H", "H", "H", "H"], "positions_angstrom": [[0.9608, -1.9329, -1.5144], [0.3306, -3.1735, -1.8765], [1.0582, -1.3980, -2.4536], [0.2736, -1.4131, -0.8419], [1.9005, -2.1810, -1.0188], [-0.0079, -3.6429, -1.1128], [2.1519, 2.5221, -1.1423], [1.6728, 1.5900, -0.0297], [1.0862, 2.3134, 1.0426], [3.3359, 2.0337, -1.7570], [2.3166, 3.5567, -0.8306], [1.3701, 2.6507, -1.9024], [2.6338, 1.1715, 0.3131], [1.1021, 0.7464, -0.4070], [1.8245, 2.7148, 1.5125], [3.3599, 2.2750, -2.6841], [-0.1427, -1.0141, 2.6127], [1.1397, -0.8553, 3.3824], [2.1800, -0.2469, 2.6337], [-1.0615, -1.8910, 3.2583], [0.0626, -1.4518, 1.6239], [-0.6620, -0.0675, 2.4574], [1.4765, -1.8352, 3.7421], [0.9686, -0.3189, 4.3250], [1.7552, 0.2378, 1.9149], [-0.7382, -2.7941, 3.2144], [-3.8898, 0.2294, -1.2439], [-2.5262, -0.3864, -1.4696], [-1.6222, 0.5789, -2.0499], [-3.7565, 1.3824, -0.3935], [-4.5648, -0.4750, -0.7504], [-4.4405, 0.6013, -2.1206], [-2.5790, -1.2566, -2.1413], [-2.0019, -0.7902, -0.6020], [-1.9739, 0.6531, -2.9481], [-2.9930, 1.8671, -0.7424]], "atomic_forces_ev_per_a": [[-0.92, -1.32, 0.30], [-0.08, -0.05, -0.60], [0.33, 0.23, 0.19], [0.36, 0.42, -0.02], [0.18, 0.58, -0.11], [0.13, 0.16, 0.23], [-0.91, 0.67, -1.44], [2.42, 0.62, -0.05], [-0.48, -0.53, -0.17], [0.11, -0.53, 0.39], [0.10, -0.15, 0.79], [-0.09, -0.29, 0.01], [-0.20, -0.30, 0.08], [-0.66, 0.33, 0.19], [-0.17, 0.09, 0.09], [-0.13, 0.07, -0.02], [-0.47, -0.83, -0.58], [0.37, -0.14, 1.00], [-0.34, -0.12, -0.18], [-0.22, 0.40, 0.31], [0.29, 0.34, -0.04], [0.05, 0.02, 0.10], [0.12, -0.09, -0.43], [-0.15, 0.30, -0.23], [0.14, 0.13, 0.18], [0.16, 0.03, -0.02], [-0.19, 0.86, 1.09], [0.50, -0.58, -1.01], [-0.69, -0.29, -0.23], [0.14, -0.37, -0.07], [0.17, 0.02, 0.12], [0.58, -0.58, -0.46], [-0.25, 0.15, -0.03], [-0.53, 0.46, 0.46], [0.48, 0.38, 0.02], [-0.15, -0.06, 0.15]]}

***

No. 3
{"formula": "C7H22O9P2", "method": "ωB97M-V/def2-TZVPD", "smiles": "COP(=O)(OC)OC.COP(=O)(OC)OC.CO", "e_above_lowest_kj_mol": 0.00, "charge": 0, "symbols": ["C", "O", "P", "O", "O", "C", "O", "C", "H", "H", "H", "H", "H", "H", "H", "H", "H", "C", "O", "P", "O", "O", "C", "O", "C", "H", "H", "H", "H", "H", "H", "H", "H", "H", "C", "O", "H", "H", "H", "H"], "positions_angstrom": [[5.8836, -3.4562, -21.2464], [6.2732, -4.3017, -20.1536], [6.5708, -5.8228, -20.3719], [6.7759, -6.2714, -21.7405], [7.7951, -6.1175, -19.4284], [8.1919, -5.1978, -18.3942], [5.3515, -6.5383, -19.6745], [5.4604, -7.8070, -19.0705], [5.6760, -4.0263, -22.1499], [6.6575, -2.7200, -21.4501], [4.9777, -2.9221, -20.9642], [7.3654, -5.0872, -17.6990], [8.6114, -4.2952, -18.8289], [9.0292, -5.6746, -17.8823], [6.2643, -7.8601, -18.3320], [5.6185, -8.6155, -19.7887], [4.5299, -8.0175, -18.5434], [2.3893, -11.8980, -25.7295], [3.5885, -11.1572, -25.4981], [4.9851, -11.9280, -25.4514], [4.9094, -13.3460, -25.7842], [5.5116, -11.6620, -23.9852], [6.1899, -10.4652, -23.5666], [5.9060, -11.0107, -26.3378], [6.1290, -11.2386, -27.7210], [2.4824, -12.5295, -26.6143], [1.5913, -11.1848, -25.9207], [2.1472, -12.5274, -24.8749], [7.0050, -10.7674, -22.9181], [5.4393, -9.8593, -23.0582], [6.5632, -9.8659, -24.3939], [7.0609, -10.7597, -28.0016], [5.2963, -10.8590, -28.3158], [6.2043, -12.3073, -27.9387], [5.9464, -6.0614, -24.7213], [6.8296, -7.1170, -24.4234], [6.3936, -5.0779, -24.5274], [5.6734, -6.0815, -25.7762], [5.0165, -6.1299, -24.1443], [6.9979, -7.0714, -23.4730]], "atomic_forces_ev_per_a": [[-0.40, 0.33, -0.22], [-0.14, 0.39, -0.23], [0.07, -0.65, 0.25], [0.20, -0.01, -0.60], [0.39, 0.28, 0.02], [0.62, -0.88, 0.04], [-0.34, 0.48, 0.27], [-0.06, -1.03, 0.52], [0.15, -0.13, 0.05], [0.17, -0.14, 0.10], [0.01, -0.09, 0.15], [0.05, 0.55, 0.04], [-0.55, 0.30, 0.05], [-0.19, -0.14, 0.06], [0.05, 0.25, -0.13], [0.02, 0.24, -0.20], [-0.04, 0.20, -0.14], [-0.17, -0.17, -0.29], [-0.06, -0.09, -0.18], [-0.19, 0.21, 0.74], [-0.07, -0.14, -0.26], [0.37, -0.10, -0.58], [-0.61, 0.28, -0.08], [0.43, 0.18, 0.10], [-0.27, -0.59, -0.45], [0.11, -0.04, 0.10], [0.05, 0.12, 0.19], [-0.02, 0.05, 0.04], [-0.04, 0.06, 0.14], [0.27, 0.07, 0.29], [0.08, -0.21, -0.10], [-0.03, 0.18, 0.07], [0.07, 0.24, 0.07], [0.07, 0.03, 0.19], [-0.22, 0.29, 0.09], [-0.02, -0.10, -0.22], [0.04, -0.06, 0.05], [0.15, -0.23, -0.04], [0.04, -0.01, 0.02], [-0.01, 0.12, 0.08]]}

***

No. 4
{"formula": "C7H23B3N2O8P", "method": "ωB97M-V/def2-TZVPD", "charge": -1, "symbols": ["C", "C", "O", "B", "O", "B", "B", "O", "C", "C", "P", "C", "O", "H", "H", "H", "H", "H", "H", "H", "H", "H", "H", "H", "H", "H", "H", "H", "H", "H", "C", "N", "O", "O", "H", "H", "H", "C", "N", "O", "O", "H", "H", "H"], "positions_angstrom": [[0.2541, -2.9599, 0.7769], [0.6178, -1.8208, -0.1783], [0.7667, -2.3510, -1.4818], [1.0818, -1.4411, -2.4912], [1.1648, -2.0806, -3.7598], [1.3011, 0.2203, -2.3225], [2.3253, 0.9435, -3.4417], [2.4090, 0.6582, -4.8300], [3.3226, 2.1287, -2.9738], [2.7316, 3.5083, -3.3317], [-0.5019, 0.9709, -2.4373], [-0.6665, 1.8748, -4.0430], [-1.5663, -0.3441, -2.6591], [-0.2830, -3.7498, 0.2677], [-0.3805, -2.5986, 1.5815], [1.1451, -3.3582, 1.2536], [1.5461, -1.3904, 0.1763], [-0.1706, -1.0753, -0.1322], [2.0600, -2.4473, -3.8311], [1.6891, 0.5577, -1.2164], [3.3373, 0.4575, -5.0272], [4.2727, 2.0438, -3.5115], [3.5064, 2.0369, -1.9099], [3.5347, 4.1944, -3.5902], [2.0840, 3.4436, -4.1993], [2.2145, 3.9218, -2.4744], [-1.7112, 2.1622, -4.1427], [-0.4264, 1.2740, -4.9167], [-0.0851, 2.7861, -3.9927], [-2.0973, -0.4261, -1.8580], [-1.6079, -2.6350, 5.3979], [-1.6091, -2.4528, 3.9226], [-1.6894, -3.4357, 3.2175], [-1.5298, -1.3070, 3.5215], [-1.6849, -3.6914, 5.6252], [-0.6777, -2.2198, 5.7739], [-2.4610, -2.0850, 5.7822], [-3.2243, 1.9239, 4.8310], [-3.1072, 1.0343, 6.0181], [-2.5132, 1.4502, 6.9914], [-3.6120, -0.0669, 5.9225], [-2.7285, 2.8602, 5.0548], [-2.7486, 1.4131, 3.9982], [-4.2823, 2.0721, 4.6397]], "atomic_forces_ev_per_a": [[0.07, 0.45, 0.21], [-0.30, -1.07, 0.53], [0.28, 0.59, -0.06], [-0.26, -0.31, -0.53], [0.51, -0.27, 0.29], [-0.02, 0.32, -0.10], [0.07, 0.35, 0.09], [0.30, -0.59, 0.32], [-0.08, -0.50, -0.55], [0.53, -0.29, 0.21], [0.15, 0.41, 0.84], [-0.76, -0.78, 0.03], [-0.15, -0.01, -0.26], [-0.07, -0.18, -0.17], [0.00, 0.09, -0.09], [0.18, -0.35, -0.09], [0.16, 0.46, -0.12], [0.00, 0.32, -0.25], [-0.45, 0.08, -0.18], [-0.13, -0.04, 0.16], [-0.31, 0.55, -0.23], [0.25, -0.12, 0.03], [0.17, 0.16, 0.22], [0.07, 0.27, 0.01], [-0.27, 0.08, -0.07], [-0.41, 0.13, -0.02], [-0.21, 0.13, 0.01], [0.38, -0.01, -0.14], [0.32, 0.08, -0.01], [0.16, 0.13, -0.27], [-0.01, -0.16, 0.10], [0.01, 0.03, -0.09], [-0.20, 0.03, 0.29], [-0.05, -0.05, 0.04], [0.02, -0.04, -0.12], [-0.04, 0.10, 0.00], [0.07, 0.10, 0.04], [0.10, 0.13, -0.04], [0.11, 0.03, -0.07], [-0.08, -0.08, -0.07], [-0.05, 0.03, 0.12], [0.02, -0.01, 0.06], [-0.06, -0.07, -0.01], [-0.01, -0.09, -0.04]]}

***

Number 1: DFT total energy -1023.52982 Eh, E_LUMO -0.201 eV. Number 2: DFT total energy -806.47845 Eh, E_LUMO 0.440 eV. Number 3: DFT total energy -1639.94302 Eh, E_LUMO 0.597 eV. Number 4: DFT total energy -1407.80896 Eh, E_LUMO 1.592 eV.